# 1
Density functional theory data (ωB97M-V/def2-TZVPD) for CH2N2O3S2 as an isolated structure at a distorted geometry.

Spin multiplicity ... 1
HOMO energy ... -0.3386 Ha
Orbital gap ... 9.3 eV

Last column: Löwdin charge in e.
Positions of all 10 atoms, in Å:
C (-0.310, -0.204, 1.324)  -0.42
N (-1.220, -0.611, 0.492)  0.03
N (0.481, 0.775, -0.174)  -0.64
O (0.357, -0.295, 2.280)  0.18
O (-1.440, 0.698, -1.891)  -0.24
O (-0.081, -1.252, -1.550)  -0.27
S (2.081, 0.437, -0.242)  0.76
S (-0.566, -0.054, -1.050)  0.52
H (-1.804, -1.237, 1.086)  0.18
H (2.501, 1.743, -0.275)  -0.11

***

# 2
Density functional theory data (ωB97M-V/def2-TZVPD) for C17H15N5OS3 as an isolated structure at a distorted geometry.

Spin multiplicity ... 1
HOMO energy ... -0.2632 Ha
Orbital gap ... 6.5 eV

Last column: Löwdin charge in e.
Positions of all 41 atoms, in Å:
C (-6.129, -2.096, 3.376)  -0.24
H (-6.965, -2.484, 4.096)  0.11
H (-6.352, -2.840, 2.445)  0.13
H (-6.434, -1.064, 3.027)  0.10
C (-4.837, -2.076, 3.671)  -0.40
C (-3.675, -1.602, 2.787)  -0.14
C (-3.268, -0.183, 2.791)  -0.01
C (-2.539, 0.065, 1.621)  -0.03
C (-1.954, -0.808, 0.704)  -0.37
C (-2.352, -2.093, 0.879)  -0.10
C (-3.045, -2.750, 1.853)  0.04
H (-3.343, -3.722, 1.753)  0.06
H (-2.007, -2.678, 0.051)  0.10
N (-1.057, -0.449, -0.143)  0.02
C (-0.682, 0.855, -0.574)  -0.60
N (-0.793, 2.039, 0.244)  -0.05
N (-0.359, 3.192, -0.274)  -0.05
C (0.494, 2.895, -1.293)  -0.86
S (1.202, 3.949, -2.154)  0.99
C (2.353, 3.149, -3.299)  -0.43
C (3.246, 2.210, -2.876)  -0.53
C (4.221, 2.527, -1.615)  0.07
C (5.019, 1.535, -1.071)  -0.27
O (5.846, 1.795, -0.066)  -0.06
N (4.892, 0.151, -2.002)  -0.05
C (4.058, 0.101, -2.840)  -0.42
N (3.229, 1.175, -3.390)  0.13
S (4.340, -1.638, -3.476)  1.03
C (5.635, -1.694, -2.201)  -0.30
C (5.715, -0.661, -1.393)  -0.12
H (6.400, -0.721, -0.662)  0.12
H (5.974, -2.728, -2.330)  0.07
H (3.948, 3.484, -1.205)  0.09
H (1.557, 2.725, -4.090)  0.14
H (2.782, 4.003, -3.984)  0.15
S (0.535, 0.914, -1.752)  0.99
H (-0.857, -1.157, -0.946)  0.17
H (-2.125, 1.199, 1.919)  0.15
H (-3.755, 0.296, 3.429)  0.02
H (-4.291, -3.308, 4.103)  0.19
H (-4.627, -1.506, 4.886)  0.18

***

# 3
Density functional theory data (ωB97M-V/def2-TZVPD) for H3PS2 as an isolated structure at a distorted geometry.

Spin multiplicity ... 1
HOMO energy (alpha / beta) ... -0.3339 / -0.3300 Ha
Orbital gap (alpha / beta) ... 7.3 / 7.0 eV

Last column: Löwdin charge in e.
Positions of all 6 atoms, in Å:
P (1.172, 1.836, -0.283)  0.41
S (2.277, -1.434, -0.235)  0.00
S (2.582, 0.416, 0.354)  -0.15
H (1.140, 1.003, -1.352)  -0.26
H (-0.759, -0.657, 0.707)  0.03
H (-0.372, -1.105, 0.136)  -0.03

***

# 4
Density functional theory data (ωB97M-V/def2-TZVPD) for C4H13N3 as an isolated structure at a distorted geometry.

Spin multiplicity ... 1
HOMO energy ... -0.6153 Ha
Charge ... +2
Orbital gap ... 6.7 eV

Last column: Löwdin charge in e.
Positions of all 20 atoms, in Å:
C (-0.260, 0.536, 0.113)  0.08
C (-1.004, -0.123, 1.165)  -0.06
C (-1.063, -1.201, 0.086)  -0.05
C (0.152, -1.151, -0.747)  -0.13
N (1.333, -1.605, -0.303)  0.15
N (-2.369, -1.194, -0.676)  0.27
N (2.462, 2.551, 0.440)  0.02
H (0.816, 0.693, 0.266)  0.11
H (-0.739, 1.094, -0.676)  0.14
H (-0.408, -0.502, 1.994)  0.16
H (-1.955, 0.280, 1.487)  0.15
H (0.117, -0.948, -1.819)  0.18
H (1.775, -1.307, 0.551)  0.14
H (1.834, -2.388, -0.708)  0.16
H (-2.523, -2.122, -1.085)  0.20
H (-2.439, -0.461, -1.395)  0.20
H (-3.165, -1.070, -0.039)  0.19
H (3.145, 2.919, -0.216)  0.04
H (1.577, 3.005, 0.238)  0.01
H (2.713, 2.994, 1.322)  0.03

***

# 5
Density functional theory data (ωB97M-V/def2-TZVPD) for a 2-piece molecular cluster, C2H5N3 overall at a distorted geometry.

Spin multiplicity ... 1
HOMO energy ... -0.3292 Ha
Orbital gap ... 9.7 eV

Last column: Löwdin charge in e.
Positions of all 10 atoms, in Å:
C (-1.977, 0.162, 1.355)  -0.03
C (1.138, 0.622, -0.653)  -0.14
N (-2.669, -0.719, 0.901)  0.08
N (0.412, -1.532, -0.006)  0.03
N (1.148, -0.583, 0.191)  -0.17
H (1.537, 0.118, -1.612)  0.10
H (0.232, 1.248, -0.738)  0.07
H (1.953, 1.361, -0.513)  0.06
H (-1.480, 0.796, 1.824)  -0.04
H (-0.294, -1.473, -0.748)  0.04

***

# 6
Density functional theory data (ωB97M-V/def2-TZVPD) for a 2-piece molecular cluster, C2H8NO2P overall at a distorted geometry.

Spin multiplicity ... 1
HOMO energy ... -0.3562 Ha
Orbital gap ... 9.6 eV

Last column: Löwdin charge in e.
Positions of all 14 atoms, in Å:
C (0.765, -0.727, -1.196)  -0.16
C (0.680, -0.204, 1.651)  -0.17
N (-0.796, 1.522, -0.208)  -0.24
O (1.772, 1.565, -0.140)  -0.35
O (-1.977, 0.789, -0.307)  -0.15
P (0.659, 0.643, 0.037)  0.42
H (0.852, -0.420, -2.194)  0.02
H (1.568, -1.363, -0.836)  0.04
H (-0.222, -1.206, -1.269)  0.05
H (1.626, -0.693, 1.450)  0.03
H (0.753, 0.655, 2.477)  0.11
H (-0.147, -0.900, 1.907)  0.05
H (-0.293, 2.195, -1.609)  0.27
H (-2.780, 1.282, -0.068)  0.10

***

Which formula does entry 5 have?
C2H5N3